A structure of composition C41H24BrCaCl3N4OS at a distorted geometry, computed with ωB97M-V/def2-TZVPD.

Values from the calculation:
Charge ... -2
Molecular weight ... 847.078 Da
Relative energy (zero: lowest compared OMol25 entry of this formula, charge and spin) ... 0.00 kcal/mol
LUMO energy ... 3.5 eV
Calculated total energy ... -6901.5523 Ha
HOMO-LUMO gap ... 5.5 eV

Element x y z (Å)
Ca  0.082  0.033  -0.095
N  7.218  -5.377  5.796
C  6.440  -4.779  5.189
C  5.495  -4.063  4.445
C  4.386  -4.716  3.886
C  3.476  -4.009  3.137
C  3.631  -2.635  2.906
C  4.741  -1.992  3.467
C  5.651  -2.684  4.231
C  2.652  -1.904  2.093
C  2.130  -0.722  2.630
C  2.307  -0.255  3.972
C  1.633  0.936  4.056
C  1.084  1.159  2.772
N  1.359  0.178  1.940
C  2.296  -2.458  0.854
C  2.956  -3.546  0.209
C  2.236  -3.815  -0.928
C  1.171  -2.890  -0.936
N  1.215  -2.076  0.098
H  4.262  -5.779  4.050
H  2.607  -4.504  2.730
H  4.881  -0.936  3.284
H  6.506  -2.184  4.664
H  2.821  -0.770  4.764
H  1.542  1.573  4.919
H  0.502  2.006  2.452
H  3.861  -4.025  0.539
H  2.428  -4.579  -1.661
H  0.378  -2.836  -1.659
S  3.781  2.435  -2.431
C  3.356  3.208  -0.958
C  2.319  2.608  -0.312
C  1.771  1.478  -0.973
C  2.434  1.238  -2.129
C  2.178  0.270  -3.148
C  3.026  0.105  -4.262
C  2.685  -0.793  -5.245
C  1.510  -1.523  -5.115
C  0.748  -1.309  -3.978
N  1.063  -0.461  -3.025
H  3.912  4.082  -0.666
H  1.950  2.986  0.631
H  3.930  0.692  -4.339
H  3.317  -0.922  -6.116
H  1.205  -2.237  -5.868
H  -0.181  -1.849  -3.836
Br  -2.223  -2.287  0.053
C  -3.015  -1.856  -1.653
C  -3.995  -2.706  -2.098
C  -4.624  -2.471  -3.327
C  -4.276  -1.377  -4.064
C  -3.291  -0.479  -3.607
C  -2.986  0.679  -4.343
C  -2.021  1.537  -3.893
C  -1.313  1.255  -2.718
C  -1.562  0.154  -1.921
C  -2.592  -0.714  -2.372
H  -4.282  -3.559  -1.502
H  -5.385  -3.157  -3.675
H  -4.753  -1.177  -5.017
H  -3.539  0.878  -5.256
H  -1.802  2.441  -4.454
H  -0.528  1.946  -2.435
Cl  -4.608  4.813  3.891
C  -3.571  3.659  3.107
C  -3.342  2.435  3.712
C  -2.562  1.510  3.059
Cl  -2.185  0.009  3.818
C  -2.003  1.710  1.761
O  -1.399  0.813  1.130
C  -2.197  3.038  1.273
Cl  -1.373  3.420  -0.190
C  -2.975  3.986  1.900
H  -3.760  2.201  4.680
H  -3.114  4.961  1.455